[1]
Entry from the OMol25 dataset: the molecule C2H6OSi (ωB97M-V/def2-TZVPD).

```
10
Properties=species:S:1:pos:R:3:mulliken_charge:R:1
H -2.43 -0.07 0.76 0.322
C -1.57 -0.62 0.33 -0.036
H 1.07 -0.35 -1.56 0.301
O -1.78 -1.58 -0.37 -0.430
H 0.05 1.13 1.67 -0.125
H 2.04 0.84 -0.72 0.287
H 0.48 1.29 -1.38 0.294
C 1.03 0.49 -0.88 -0.924
Si 0.21 -0.01 0.75 0.419
H 0.92 -1.11 1.40 -0.108
```

Calculated values
HOMO	-9.25	eV
charge	0
energy relative to the best compared isomer or geometry (same formula, charge and spin)	33.19	kcal per mole
SMILES	C[SiH2]C=O
total energy	-12095.4115	eV
multiplicity	1

[2]
Entry from the OMol25 dataset: a cluster of 2 separate species, C2H6Se in total (ωB97M-V/def2-TZVPD).

```
9
Properties=species:S:1:pos:R:3:mulliken_charge:R:1
H -1.94 2.73 1.25 0.116
Se -0.41 2.49 1.30 -0.062
C 1.14 0.69 -0.19 -0.853
H -2.16 0.31 -2.01 -0.062
H 1.46 1.70 -0.73 0.272
H 1.25 -0.13 -0.92 0.244
H 1.80 0.61 0.66 0.328
C -0.35 1.00 0.19 -0.043
H -2.52 -0.20 -1.65 0.060
```

Calculated values
HOMO	-8.49	eV
charge	0
energy relative to the best compared isomer or geometry (same formula, charge and spin)	86.11	kcal per mole
total energy	-67512.9536	eV
multiplicity	1

[3]
Entry from the OMol25 dataset: the molecule C2H6Si2 (ωB97M-V/def2-TZVPD).

```
10
Properties=species:S:1:pos:R:3:mulliken_charge:R:1
Si 2.42 -0.02 -0.06 0.180
H 2.64 0.89 1.21 -0.054
Si -2.44 -0.01 -0.02 0.310
H -2.65 1.37 -0.40 -0.070
H -2.90 -0.23 1.35 -0.078
H 2.67 0.96 -1.06 -0.070
H -2.63 -1.16 -0.85 -0.072
C 0.62 -0.15 -0.05 0.020
C -0.58 -0.15 -0.05 -0.121
H 2.85 -1.50 -0.08 -0.045
```

Calculated values
HOMO	-9.89	eV
charge	0
energy relative to the best compared isomer or geometry (same formula, charge and spin)	0.69	kcal per mole
SMILES	[SiH3]C#C[SiH3]
total energy	-17923.4321	eV
multiplicity	1

[4]
Entry from the OMol25 dataset: a structure of composition C2H7BiO2 (ωB97M-V/def2-TZVPD).

```
12
Properties=species:S:1:pos:R:3:mulliken_charge:R:1
H 0.61 1.41 1.93 0.262
H -0.23 2.80 1.28 0.282
O -1.09 0.94 0.55 -0.640
Bi -1.47 0.37 -1.32 0.409
H -0.48 -2.27 -1.56 0.318
H 0.44 -2.69 -0.52 0.331
O 0.65 -0.94 0.16 -0.495
C 0.26 -1.69 -0.96 -0.886
H -0.15 -0.89 0.98 0.371
H 0.32 -0.97 -1.80 0.355
H 0.95 2.12 0.27 0.295
C 0.17 1.81 0.99 -0.603
```

Calculated values
HOMO (alpha / beta)	-6.80 / -6.81	eV
charge	0
total energy	-12114.5602	eV
multiplicity	1